124
Properties=species:S:1:pos:R:3:forces:R:3 method="wB97M-V/def2-TZVPD" homo_lumo_gap_ev=8.19 multiplicity=1 homo_ev=-8.453 relative_energy_kcal_mol=5.71 largest_force_ev_per_a=9.22 lumo_energy_ev=-0.3
C 13.493618 11.151305 -4.794987 -0.6 1.6 -0.8
C 12.973902 10.780464 -3.413357 3.2 1.0 0.4
O 12.908331 9.421744 -3.345861 -1.1 -2.2 0.1
H 12.606816 11.320608 -5.498797 1.4 -0.4 0.6
H 14.316018 10.501679 -5.234556 -1.4 0.3 0.8
H 13.980391 12.118253 -4.638934 -0.1 0.3 -0.5
H 12.135526 11.307429 -3.001733 -1.0 0.2 -0.6
H 13.749541 11.066656 -2.650421 -0.3 -0.1 -0.7
H 11.996790 9.167231 -3.549010 0.4 -0.4 0.5
C 3.537704 8.629289 -1.960196 0.8 -0.5 0.1
C 4.728433 9.254246 -2.647525 0.7 0.0 1.0
O 4.431759 10.615277 -2.989096 -0.6 -0.9 0.9
H 2.861057 8.237005 -2.661983 -1.3 -0.2 -0.9
H 3.032851 9.303224 -1.253927 0.1 -0.1 -0.2
H 3.905811 7.771819 -1.410534 -0.1 -0.2 0.5
H 5.129483 8.745527 -3.533980 -0.5 0.0 0.2
H 5.558271 9.197991 -1.900795 -0.1 0.5 -0.8
H 3.872720 10.855738 -2.243383 0.0 0.8 -0.3
C 5.381462 10.064008 1.811605 -5.7 3.8 6.1
O 4.702678 10.648659 2.919283 3.8 -3.1 -6.2
N 6.542912 9.520219 1.875879 2.7 -0.9 2.6
N 4.915552 10.188580 0.566431 -3.7 0.7 0.7
H 6.955999 9.343365 2.801280 -0.7 0.0 -0.6
H 6.883772 8.958728 1.134162 0.1 -0.5 -0.5
H 3.974914 10.631130 0.537413 1.0 -0.9 -0.1
H 5.280337 9.738743 -0.234826 0.4 -0.5 -0.7
C 10.537058 5.913741 -4.286638 -4.6 -3.7 -1.7
O 9.394058 5.347872 -4.794483 4.3 2.7 2.2
N 11.442088 6.369372 -5.102639 2.8 1.8 -3.4
N 10.795408 5.955115 -3.008228 -0.7 -0.6 3.5
H 11.231631 6.374914 -6.093741 -0.4 -0.3 0.4
H 12.389238 6.765845 -4.956387 -1.2 -0.7 0.9
H 10.128380 5.436851 -2.311629 1.1 0.9 -1.7
H 11.633182 6.340252 -2.531149 0.0 -0.2 -0.9
C 7.067725 10.377190 -5.206320 4.7 -2.8 4.1
O 7.611958 9.656593 -4.133882 -2.4 2.5 -5.0
N 7.680447 10.628942 -6.337725 2.7 -0.5 -1.4
N 5.983706 11.009027 -5.065631 -5.3 0.3 4.3
H 8.689441 10.343318 -6.400095 -1.5 0.8 -0.5
H 7.317728 11.441083 -6.849634 0.7 -0.9 0.1
H 5.493724 10.782348 -4.143799 0.8 1.2 -1.7
H 5.580358 11.786128 -5.542109 0.3 0.0 -0.8
C 9.809732 8.767664 -1.547755 6.1 2.0 -0.2
O 11.207192 8.757136 -1.380172 -7.6 -0.7 -0.9
N 9.007955 9.493826 -0.776628 0.6 1.9 2.5
N 9.192199 8.224018 -2.585988 1.9 -2.2 -0.9
H 9.433006 10.050897 0.020689 -0.6 -0.9 -1.2
H 8.130649 9.935566 -1.117123 0.1 0.3 -0.7
H 9.838447 7.478462 -3.003440 -1.4 1.3 0.1
H 8.411688 8.708767 -3.073812 0.3 0.1 -0.4
C 14.583063 8.995305 0.009218 6.7 2.4 5.6
O 15.431277 9.186398 1.111156 -4.1 -1.3 -5.6
N 13.346325 8.688533 0.093725 -4.6 -1.5 2.2
N 14.930340 9.203420 -1.238325 2.6 0.9 -2.9
H 13.021343 8.452440 1.044854 0.7 0.2 -1.0
H 12.593622 8.863568 -0.617472 1.0 -0.3 0.8
H 15.846619 9.434580 -1.596783 0.1 -0.1 1.1
H 14.276924 9.247837 -1.988295 -0.9 -0.6 -0.1
C 9.756971 4.632609 -0.194944 5.1 -7.5 1.6
O 10.458303 3.496231 -0.027226 -2.9 4.5 -0.7
N 9.054820 4.825616 -1.268283 -2.7 -1.8 -3.5
N 9.872216 5.620114 0.611742 2.4 2.2 4.1
H 8.869903 3.934452 -1.772246 0.0 1.0 0.5
H 8.322037 5.536607 -1.321565 0.3 -0.6 0.1
H 10.668829 5.593013 1.311047 -1.8 -0.1 -1.4
H 9.282264 6.428142 0.542298 0.2 0.2 0.0
C 7.092313 12.218280 -0.740895 -0.7 -4.6 -3.1
O 7.003548 11.167672 -1.665588 0.0 4.3 4.2
N 6.297836 12.347292 0.285328 -2.4 -1.3 1.8
N 7.991051 13.143336 -0.793969 3.2 1.4 -2.9
H 5.638018 11.551786 0.468984 1.0 1.6 -0.4
H 6.357254 13.055567 1.007587 0.3 0.1 -0.6
H 8.613927 13.244638 -1.633327 -0.8 0.0 1.3
H 8.388912 13.526391 0.023972 -0.1 0.5 0.9
C 6.928842 6.870660 -0.030281 -7.9 -3.6 3.1
O 5.862302 6.375039 0.671124 4.8 1.9 -3.9
N 7.871399 7.498879 0.560167 3.3 2.5 3.8
N 7.169654 6.859165 -1.315806 -1.3 -0.4 -4.6
H 7.900201 7.378163 1.592863 -0.1 0.5 -1.2
H 8.247425 8.332350 -0.011137 0.5 -0.9 1.5
H 6.488559 6.507930 -1.990003 -0.1 0.1 0.7
H 7.976358 7.342044 -1.825761 -0.9 -0.5 1.1
C 9.636635 12.291100 -3.255743 0.2 -0.2 -0.6
O 9.657245 13.632281 -2.733919 2.0 0.1 -0.8
H 10.124762 11.568731 -2.599699 -0.3 0.1 0.3
H 10.103234 12.174705 -4.225760 0.4 0.5 -0.3
H 8.606819 12.052889 -3.430195 -0.6 -0.4 0.4
H 10.598022 13.925867 -2.708466 -1.1 -0.2 0.0
C 11.807521 11.982556 -0.020252 -0.2 0.3 0.2
O 11.610978 13.189900 0.688224 1.1 -1.1 1.8
H 12.561498 11.346035 0.381601 0.8 0.0 0.8
H 12.155059 12.274040 -0.974872 0.2 -0.3 -1.5
H 10.914666 11.386044 -0.039734 -0.6 -0.2 -0.4
H 11.071064 13.700301 0.137017 -1.2 1.4 -1.0
C 11.187660 8.700733 1.952364 -1.4 1.3 -0.1
O 12.142918 7.964534 2.597114 1.9 -1.2 0.9
H 11.477447 9.720481 1.597509 0.4 -1.2 0.3
H 10.425305 8.873935 2.640940 -1.6 0.7 1.2
H 10.733824 8.134853 1.174458 -0.2 -0.2 -1.3
H 11.718828 7.276436 3.138079 0.4 0.5 -0.3
C 9.472288 11.698260 2.584688 -1.5 -1.0 0.0
O 9.009625 10.589907 1.751048 0.8 0.7 0.8
H 8.986779 11.723692 3.571623 0.2 -0.4 -0.2
H 9.192380 12.595282 2.095832 0.0 1.1 -0.5
H 10.529156 11.662140 2.695572 0.8 -0.2 0.0
H 8.052027 10.473648 1.842636 0.2 0.5 -0.1
C 12.974501 5.248883 -0.803291 1.6 0.4 3.7
O 13.332527 6.336481 -1.630094 0.0 0.3 0.2
H 12.331615 4.535163 -1.253819 -0.4 -0.5 -0.6
H 12.507696 5.605225 0.173313 -0.1 -0.1 -1.3
H 13.864512 4.731014 -0.302472 -0.7 0.3 -1.4
H 13.546215 7.101228 -1.036822 -0.3 -0.8 -0.6
C 10.605088 9.323784 -5.572387 -0.5 -0.4 0.1
O 10.428699 10.417965 -6.462115 1.4 0.8 -0.9
H 10.251999 9.554626 -4.539485 0.0 0.2 -0.9
H 11.646295 9.068339 -5.533005 0.5 -0.3 0.0
H 10.011469 8.499203 -5.976314 0.1 -0.2 0.4
H 11.148931 10.393909 -7.150674 -1.3 0.0 1.1
C 6.541149 6.820306 -5.438270 0.3 0.2 0.3
O 7.675988 6.921370 -6.274842 -0.2 0.5 -0.4
H 5.764611 7.615480 -5.651973 1.0 -0.8 0.1
H 6.914443 6.884926 -4.407837 -0.5 0.4 0.2
H 6.091442 5.829675 -5.507448 -0.3 -0.1 -0.3
H 8.418527 6.479752 -5.814069 -0.3 -0.3 0.0